1.
45
Properties=species:S:1:pos:R:3:mulliken_charge:R:1 method="wB97M-V/def2-TZVPD" charge=+2 total_energy_ev=-79749.1409 homo_lumo_gap_ev="8.0 / 8.3" fmax_ev_per_a=2.54 relative_energy_kcal_mol=1.6 homo_energy_ev="-16.13 / -16.07" s_squared=0.75 spin_multiplicity=2 e_lumo_ev="-8.15 / -7.82"
Ti 0.020 0.217 0.801 -0.07
P 2.262 -0.842 0.986 1.20
C 2.409 -1.281 -0.773 -1.13
C 1.086 -1.596 -1.451 0.60
N -0.035 -1.059 -0.909 0.40
C -1.228 -1.304 -1.503 0.39
C -1.362 -2.199 -2.552 -0.84
C -0.211 -2.707 -3.155 -0.46
C 1.031 -2.412 -2.583 -0.79
C -2.447 -0.657 -0.914 -1.07
P -2.177 0.883 0.044 1.05
H 1.971 -2.830 -2.973 0.47
H -2.381 -2.493 -2.838 0.49
H -0.299 -3.346 -4.038 0.45
H -3.162 -0.394 -1.709 0.61
H -2.917 -1.376 -0.221 0.38
H 2.908 -0.414 -1.253 0.43
H 3.064 -2.165 -0.805 0.54
H 1.309 4.002 -1.443 0.31
O 1.598 3.161 -1.854 -0.58
H 2.326 3.389 -2.453 0.29
H -0.651 4.636 0.787 0.31
O -0.774 4.700 -0.172 -0.62
H -1.211 5.565 -0.319 0.31
C -2.332 2.119 -1.248 -1.14
H -3.319 2.001 -1.701 0.43
H -2.146 3.125 -0.859 0.33
H -1.553 1.893 -1.983 0.40
C -3.570 0.941 1.198 -1.32
H -3.475 1.829 1.836 0.41
H -4.516 0.981 0.648 0.42
H -3.554 0.043 1.830 0.36
C 2.185 -2.491 1.742 -1.37
H 3.127 -3.012 1.571 0.47
H 2.005 -2.412 2.814 0.41
H 1.365 -3.052 1.293 0.37
C 3.815 -0.144 1.582 -1.16
H 3.733 0.143 2.635 0.37
H 4.634 -0.858 1.483 0.41
H 4.054 0.740 0.990 0.39
O -0.370 1.214 3.620 -0.52
Cl -0.288 -0.233 3.607 1.54
O 1.104 -0.649 3.546 -0.52
O -1.049 -0.925 4.587 -0.46
O -0.979 -0.732 2.110 -0.52

2.
66
Properties=species:S:1:pos:R:3:mulliken_charge:R:1 method="wB97M-V/def2-TZVPD" charge=-1 total_energy_ev=-117144.4575 homo_lumo_gap_ev=8.7 fmax_ev_per_a=5.40 relative_energy_kcal_mol=0.0 homo_energy_ev=-6.62 e_lumo_ev=2.11
N 9.991 -18.621 -17.594 0.80
H 9.459 -18.550 -16.716 0.46
H 10.629 -19.446 -17.750 0.03
H 10.600 -17.767 -17.611 0.34
H 9.390 -18.592 -18.436 0.12
N 9.761 -21.492 -20.122 0.01
H 9.277 -20.552 -20.155 -0.15
H 9.007 -22.156 -19.953 0.47
H 10.256 -21.366 -19.191 0.39
H 10.341 -21.694 -20.925 0.38
C 6.403 -19.829 -18.933 0.67
F 7.383 -20.437 -18.288 -0.23
F 5.474 -20.715 -19.245 -0.24
F 5.861 -18.891 -18.202 -0.23
S 7.030 -19.104 -20.577 0.98
O 6.787 -20.142 -21.549 -0.61
O 6.301 -17.874 -20.777 -0.61
N 8.753 -18.978 -20.212 -0.75
S 9.253 -18.144 -21.448 0.90
O 9.008 -18.746 -22.741 -0.68
O 9.120 -16.711 -21.422 -0.63
C 11.132 -18.365 -21.256 0.57
F 11.710 -17.427 -21.978 -0.18
F 11.523 -18.259 -19.956 -0.15
F 11.487 -19.644 -21.598 -0.26
C 10.498 -14.000 -16.385 0.67
F 10.731 -14.415 -15.141 -0.24
F 9.196 -14.234 -16.599 -0.25
F 10.733 -12.706 -16.480 -0.24
S 11.630 -14.968 -17.600 0.82
O 10.905 -14.990 -18.840 -0.61
O 12.853 -14.224 -17.656 -0.58
N 11.606 -16.482 -16.810 -0.33
S 13.019 -16.561 -16.189 0.87
O 14.039 -16.863 -17.177 -0.66
O 13.432 -15.574 -15.190 -0.67
C 12.956 -18.123 -15.130 0.59
F 12.394 -19.113 -15.845 -0.08
F 14.185 -18.489 -14.849 -0.23
F 12.218 -17.905 -14.054 -0.23
C 13.369 -19.906 -18.126 -1.31
C 12.367 -20.984 -17.725 -0.09
O 11.037 -20.656 -17.928 -0.76
H 13.220 -19.593 -19.161 0.15
H 14.387 -20.312 -18.078 0.43
H 13.386 -19.005 -17.510 0.25
H 12.482 -21.325 -16.675 0.03
H 12.698 -21.969 -18.118 0.52
C 8.306 -18.288 -14.257 0.14
O 8.339 -18.828 -15.373 -0.79
N 7.720 -17.110 -14.071 0.18
C 7.088 -16.265 -15.088 -0.74
C 7.787 -16.549 -12.716 -0.97
H 8.697 -18.726 -13.331 0.32
H 7.717 -15.380 -15.166 0.27
H 6.132 -15.887 -14.722 0.33
H 6.923 -16.899 -15.951 0.18
H 8.150 -17.195 -11.921 0.30
H 8.468 -15.692 -12.711 0.35
H 6.831 -16.150 -12.371 0.33
C 10.650 -21.291 -15.216 0.24
C 10.548 -22.138 -14.043 0.18
N 10.489 -22.808 -13.112 -0.56
H 10.434 -20.237 -15.065 -0.17
H 9.923 -21.582 -15.976 0.18
H 11.647 -21.385 -15.639 -0.24

3.
50
Properties=species:S:1:pos:R:3:mulliken_charge:R:1 method="wB97M-V/def2-TZVPD" charge=0 total_energy_ev=-62889.1464 homo_lumo_gap_ev=7.5 fmax_ev_per_a=9.56 homo_energy_ev=-10.11 e_lumo_ev=-2.57
C -5.909 4.080 3.812 -0.56
O -5.697 2.893 4.657 -0.35
C -5.598 1.704 3.786 -0.53
C -4.032 1.130 3.901 -0.28
C -4.085 -0.399 3.274 -0.51
C -2.585 -1.054 3.012 -0.74
N -1.966 -0.659 1.689 0.10
S -2.702 -1.460 0.324 1.10
O -3.999 -2.242 0.638 -0.47
O -1.734 -2.489 -0.376 -0.52
F -2.968 -0.216 -0.873 -0.27
S -0.222 -0.786 1.689 1.06
O 0.395 -0.405 0.292 -0.43
O 0.303 0.324 2.678 -0.52
F 0.377 -2.324 2.176 -0.27
H -5.047 4.075 2.988 0.25
H -6.915 3.966 3.221 0.25
H -5.891 5.078 4.445 0.22
H -6.317 0.864 4.226 0.22
H -5.891 1.985 2.685 0.36
H -3.287 1.772 3.232 0.21
H -3.709 1.059 5.024 0.25
H -4.683 -0.303 2.250 0.23
H -4.683 -1.166 3.926 0.35
H -2.667 -2.233 3.148 0.31
H -1.907 -0.661 3.893 0.47
C 3.464 4.688 -3.047 -0.61
O 3.022 3.807 -2.017 -0.32
C 2.915 2.509 -2.399 0.78
O 3.158 2.067 -3.511 -0.55
O 2.489 1.789 -1.331 -0.28
C 2.329 0.396 -1.588 -0.34
H 3.514 5.698 -2.631 0.22
H 4.465 4.408 -3.392 0.29
H 2.754 4.694 -3.881 0.29
H 3.285 -0.056 -1.874 0.14
H 1.574 0.230 -2.364 0.27
H 1.986 -0.081 -0.666 0.20
C 5.257 -1.381 -4.073 -0.69
O 4.814 -2.263 -3.043 -0.26
C 4.707 -3.560 -3.425 0.73
O 4.951 -4.002 -4.537 -0.54
O 4.281 -4.280 -2.357 -0.28
C 4.122 -5.674 -2.614 -0.62
H 5.306 -0.372 -3.657 0.21
H 6.257 -1.661 -4.418 0.34
H 4.547 -1.375 -4.907 0.33
H 5.077 -6.125 -2.900 0.29
H 3.367 -5.839 -3.390 0.29
H 3.778 -6.151 -1.692 0.22

4.
45
Properties=species:S:1:pos:R:3:mulliken_charge:R:1 method="wB97M-V/def2-TZVPD" charge=0 total_energy_ev=-49326.2612 homo_lumo_gap_ev=9.4 fmax_ev_per_a=8.23 homo_energy_ev=-9.68 e_lumo_ev=-0.26
C 2.355 2.663 -2.050 -0.70
C 1.314 1.953 -3.095 -0.37
C -0.140 2.567 -2.778 -0.07
F -0.156 3.925 -3.303 -0.33
P -1.589 1.638 -3.611 -0.01
N -1.776 -0.018 -2.940 -0.34
C -1.972 0.151 -1.632 0.75
O -2.377 0.068 -0.437 -0.48
S -3.326 2.858 -3.132 0.99
C -2.920 3.785 -1.547 -0.74
O -4.610 2.064 -3.042 -0.59
O -3.386 3.926 -4.230 -0.61
H 1.751 3.394 -1.379 0.29
H 2.848 1.891 -1.357 0.12
H 3.098 3.265 -2.689 0.27
H 1.363 0.806 -3.078 0.39
H 1.584 2.293 -4.171 0.34
H -0.381 2.576 -1.638 0.30
H -3.848 4.350 -1.131 0.35
H -2.128 4.615 -1.749 0.29
H -2.520 3.029 -0.759 0.20
C -3.421 -3.599 3.355 -0.81
N -2.011 -3.520 3.667 -0.20
C -1.024 -2.905 2.957 0.63
C -1.412 -2.208 1.681 -0.50
O 0.132 -2.930 3.362 -0.66
H -3.979 -3.148 4.179 0.28
H -3.694 -4.653 3.271 0.28
H -3.668 -3.086 2.427 0.32
H -1.678 -3.967 4.511 0.24
H -0.527 -1.765 1.223 -0.35
H -1.840 -2.926 0.978 0.41
H -2.127 -1.411 1.892 0.40
C 4.725 -1.558 2.273 -0.83
N 4.316 -0.723 1.165 -0.15
C 3.119 -0.714 0.516 0.53
C 2.065 -1.679 0.981 -1.09
O 2.930 0.064 -0.414 -0.67
H 4.994 -0.909 3.109 0.28
H 5.604 -2.128 1.965 0.29
H 3.940 -2.244 2.585 0.32
H 4.976 -0.050 0.799 0.25
H 1.167 -1.558 0.373 0.17
H 2.422 -2.705 0.871 0.38
H 1.806 -1.478 2.023 0.44

5.
37
Properties=species:S:1:pos:R:3:mulliken_charge:R:1 method="wB97M-V/def2-TZVPD" charge=0 total_energy_ev=-18592.2016 homo_lumo_gap_ev=10.6 fmax_ev_per_a=1.68 homo_energy_ev=-10.03 e_lumo_ev=0.60
O -4.450 0.885 3.604 -0.57
C -3.107 1.043 3.186 -0.68
C -3.000 1.082 1.679 0.40
O -3.951 0.159 1.122 -0.64
C -1.609 0.619 1.226 -0.84
C -0.446 1.441 1.775 -0.62
C 0.885 0.937 1.130 -0.78
C 1.106 1.526 -0.293 -0.60
C 2.447 1.141 -0.956 -0.79
C 2.279 0.155 -2.118 -0.95
C 1.923 -1.250 -1.670 -0.06
C 1.709 -2.176 -2.864 -0.66
C 1.364 -3.597 -2.405 -0.36
F 2.550 -4.226 -2.218 -0.30
H -4.910 0.329 2.960 0.36
H -2.654 1.917 3.634 0.30
H -2.516 0.194 3.524 0.36
H -3.180 2.087 1.293 0.30
H -3.781 0.022 0.195 0.31
H -1.566 0.573 0.145 0.42
H -1.535 -0.425 1.599 0.20
H -0.584 2.511 1.585 0.40
H -0.366 1.278 2.852 0.35
H 0.887 -0.147 1.159 0.32
H 1.716 1.223 1.776 0.43
H 0.292 1.186 -0.927 0.17
H 1.043 2.606 -0.217 0.47
H 3.144 0.725 -0.221 0.40
H 2.937 2.075 -1.351 0.30
H 1.496 0.516 -2.808 0.31
H 3.198 0.143 -2.733 0.43
H 2.675 -1.667 -0.976 0.28
H 0.955 -1.216 -1.132 0.06
H 2.604 -2.216 -3.527 0.34
H 0.890 -1.744 -3.466 0.40
H 0.835 -3.600 -1.430 0.25
H 0.722 -4.112 -3.130 0.29

6.
43
Properties=species:S:1:pos:R:3:mulliken_charge:R:1 method="wB97M-V/def2-TZVPD" charge=-1 total_energy_ev=-110850.0248 homo_lumo_gap_ev=6.7 fmax_ev_per_a=2.57 homo_energy_ev=-4.82 e_lumo_ev=1.87
C -5.010 -1.445 -3.495 -1.08
C -3.546 -1.677 -2.903 0.37
O -3.086 -2.917 -3.418 -0.53
C -2.662 -0.489 -3.326 -0.98
Ga -0.636 -0.797 -3.271 0.02
I 0.378 1.005 -4.953 -0.51
C 0.118 -0.305 -1.432 -0.74
C 0.053 -1.457 -0.384 -0.43
C 0.348 -0.845 1.036 -0.73
S 2.154 -0.685 1.345 -0.16
C 2.470 1.052 1.836 -0.07
S 3.392 1.975 0.825 -0.19
N 1.921 1.462 3.080 0.16
C 2.684 0.948 4.232 -0.45
C 2.685 1.985 5.387 -0.55
O 3.409 3.123 4.956 -0.38
C 2.802 3.740 3.822 -0.28
C 1.673 2.901 3.157 -0.97
P 0.108 -2.876 -4.063 0.34
O -0.204 -4.030 -3.078 -0.69
H -5.329 -2.382 -3.994 0.30
H -5.741 -1.176 -2.718 0.28
H -4.963 -0.699 -4.303 0.27
H -3.682 -1.723 -1.805 0.22
H -3.738 -3.556 -3.152 0.29
H -2.932 -0.069 -4.309 0.50
H -2.867 0.321 -2.594 0.27
H -0.498 0.536 -1.059 0.31
H 1.172 0.007 -1.554 0.33
H 0.729 -2.291 -0.620 0.37
H -0.978 -1.846 -0.348 0.18
H -0.200 0.102 1.116 0.35
H -0.051 -1.557 1.779 0.45
H 2.163 0.046 4.600 0.33
H 3.729 0.722 3.972 0.33
H 1.678 2.253 5.750 0.30
H 3.232 1.540 6.229 0.37
H 3.595 4.048 3.124 0.29
H 2.320 4.678 4.175 0.26
H 1.420 3.349 2.187 0.43
H 0.772 3.035 3.785 0.36
H 1.531 -2.862 -4.237 0.01
H -0.414 -3.143 -5.376 0.02